A structure of composition C20H46InO2P4 at a distorted geometry. Source: OMol25; level of theory: ωB97M-V with the def2-TZVPD basis set.

Each line ends with the Mulliken charge.
Positions of all 73 atoms, in Å:
In -0.72222 1.22100 0.19435  1.5047
P -1.97936 -1.06498 0.09772  1.1124
P 1.30402 -0.73779 1.77719  0.6538
P 1.93386 -1.69519 -3.04571  1.0005
H -1.01364 5.14094 -2.52136  0.2485
C -1.27692 4.61358 -3.45924  -0.4971
C -2.41394 3.90785 -3.62052  -0.4161
H -3.30469 3.89596 -2.93534  0.2297
C -3.70793 -0.75017 0.73937  -1.4088
C -1.69945 -2.59922 1.04140  -1.2989
C -2.29393 -1.74696 -1.54812  -1.0370
C 2.87797 0.21157 1.74028  -1.2779
C 0.67942 -0.40213 3.49851  -1.1422
C 2.04398 -2.42248 2.06474  -1.2685
C 1.55252 -1.77369 -4.87901  -1.0768
C 1.73124 -3.15941 -1.94617  -0.8694
C 3.57516 -1.03432 -2.57583  -1.0723
H -0.52796 4.67830 -4.26383  0.2899
H -2.54484 3.23013 -4.50126  0.2329
H -4.11757 0.21256 0.38074  0.3428
H -3.72263 -0.76867 1.84676  0.3422
H -4.34355 -1.57904 0.37442  0.5253
H -1.40154 -2.39367 2.07595  0.3156
H -0.95113 -3.23766 0.55771  0.3174
H -2.65639 -3.14954 1.05642  0.5026
H -2.35024 -0.97611 -2.31645  0.1309
H -3.23221 -2.29961 -1.52029  0.5006
H -1.49686 -2.45047 -1.79340  0.3215
H 3.66054 -0.24758 2.36006  0.4310
H 2.69746 1.24898 2.05146  0.3910
H 3.21972 0.21607 0.69576  0.3183
H 1.19208 -1.06758 4.20459  0.5881
H -0.40088 -0.58947 3.52562  0.2247
H 0.86570 0.65119 3.72797  0.2561
H 3.02453 -2.45446 1.55162  0.3791
H 1.34002 -3.14089 1.60361  0.2731
H 2.18346 -2.63871 3.14755  0.4380
H 1.83394 -2.70986 -5.37924  0.4406
H 1.98386 -0.94777 -5.49957  0.3361
H 0.44657 -1.65726 -4.97642  0.3421
H 1.58212 -4.16553 -2.36258  0.4432
H 0.89107 -2.96966 -1.27563  -0.0231
H 2.58103 -3.24945 -1.25342  0.3864
H 4.45365 -1.22545 -3.21824  0.4070
H 3.88906 -1.42428 -1.59261  0.3481
H 3.50890 0.05655 -2.47385  0.3545
C -0.83214 1.52580 -2.87829  1.3942
C 0.46629 2.14090 -2.76939  -0.7104
C 1.15541 2.41954 -3.97195  -0.7912
C 0.74633 1.90723 -5.21676  -0.5795
C -0.51549 1.25889 -5.29447  -0.7035
C -1.29894 1.07609 -4.15254  -0.7881
O -1.73689 1.56272 -1.94563  -0.6684
H 0.77038 -0.93076 -2.73650  -0.0707
H 0.71344 2.72922 -1.85742  0.3247
H 2.04176 3.05217 -3.89766  0.4603
H 1.37430 2.06980 -6.14302  0.4497
H -0.88384 0.82997 -6.23945  0.4583
H -2.37829 0.81868 -4.15529  0.6302
C -1.21085 2.75357 4.68841  -1.1558
P -2.04103 2.74528 3.12951  0.9866
C -3.79796 2.47909 3.27913  -1.1571
C -1.83685 4.32050 2.35182  -1.2125
O -1.45190 1.67361 2.21841  -0.8068
H -1.81698 3.37392 5.34636  0.4221
H -0.21698 3.20138 4.58705  0.3795
H -1.10930 1.75594 5.12318  0.3470
H -4.31503 2.60419 2.32441  0.3348
H -4.05398 1.49676 3.67961  0.3488
H -4.18698 3.22257 3.97719  0.4449
H -0.80251 4.64053 2.47812  0.3565
H -2.06346 4.25922 1.28435  0.3472
H -2.50962 5.02788 2.84054  0.4186

Results
- calculated total energy (eV) = -67883.4080
- total charge = +3
- ΔE to the lowest compared entry with this formula, charge and spin (kJ/mol) = 0.0
- HOMO-LUMO gap (alpha / beta) (eV) = 4.12 / 4.19
- strongest force on any atom (eV/Å) = 3.634

A cluster of 2 separate species, CH3F3NS in total at a distorted geometry. Source: OMol25; level of theory: ωB97M-V with the def2-TZVPD basis set.

Each line ends with the natural charge from an NBO analysis.
Positions of all 9 atoms, in Å:
C -0.90566 0.82897 0.08327  0.2093
N -0.45266 -0.29847 0.22508  -0.7037
F -1.03845 -2.40800 1.09687  -0.3939
F -0.31797 -2.73105 -1.05180  -0.4383
F 2.26624 1.52248 -0.11491  -0.5873
S 0.10428 -1.79896 0.21884  1.8691
H -1.60250 1.11059 -0.77946  0.2357
H 2.70711 2.31231 -0.54704  0.5886
H -0.76038 1.46213 0.86915  0.2204

Results
- calculated total energy (eV) = -21552.6911
- total charge = +1
- ΔE to the lowest compared entry with this formula, charge and spin (kJ/mol) = 0.0
- HOMO-LUMO gap (eV) = 10.10
- strongest force on any atom (eV/Å) = 6.379

A structure of composition C5H13N3O at a distorted geometry. Source: OMol25; level of theory: ωB97M-V with the def2-TZVPD basis set.

Each line ends with the natural charge from an NBO analysis.
Positions of all 22 atoms, in Å:
C 0.05766 -0.99506 -1.62648  -0.2850
C 1.34920 -0.44953 -1.09775  -0.1139
C -1.41214 0.95581 -1.12374  -0.4058
C 1.47003 0.98321 1.30434  -0.4185
N -0.85044 -0.31443 -0.70456  -0.5003
N 1.23211 -0.33469 0.75183  -0.6329
C -0.71826 -0.80997 0.70104  0.8112
N -1.67982 -0.11348 1.48612  -0.9008
O -0.64777 -2.05222 0.82282  -0.7497
H 1.36194 -1.14040 1.35937  0.4161
H -2.35138 -0.76917 1.87157  0.3956
H -1.28742 0.42116 2.24926  0.3660
H -0.15858 -0.70230 -2.65676  0.2197
H -0.01562 -2.07402 -1.47768  0.2389
H 2.18419 -1.14138 -1.11088  0.2085
H 1.55499 0.57131 -1.41229  0.1989
H -0.63419 1.69878 -1.33599  0.1507
H -2.04947 1.36707 -0.34226  0.2367
H -2.00606 0.80712 -2.03322  0.1897
H 2.39125 0.97952 1.89411  0.1940
H 0.66681 1.35859 1.94619  0.1809
H 1.54295 1.75409 0.53494  0.2002

Results
- calculated total energy (eV) = -11910.4524
- total charge = 0
- ΔE to the lowest compared entry with this formula, charge and spin (kJ/mol) = 401.8
- HOMO-LUMO gap (eV) = 8.85
- strongest force on any atom (eV/Å) = 4.844

The molecule C3H5N3O at a distorted geometry. Source: OMol25; level of theory: ωB97M-V with the def2-TZVPD basis set.

Each line ends with the natural charge from an NBO analysis.
Positions of all 12 atoms, in Å:
C -0.81520 -0.23184 -1.50266  -0.5945
C -0.54718 0.68002 -0.25013  -0.4454
C 0.30985 0.03007 0.71043  0.2550
N 0.00244 -0.45482 1.90925  -0.2423
N 1.16401 -0.71712 2.51493  0.1165
O 2.18329 -0.49338 1.63330  -0.1018
N 1.58083 0.04454 0.56512  -0.1156
H -1.50781 0.14788 -2.18936  0.2169
H 0.13171 -0.16447 -2.09929  0.2163
H -1.06840 -1.22087 -1.13235  0.2150
H -1.47375 0.72009 0.30928  0.2329
H 0.04022 1.65990 -0.46852  0.2470

Results
- calculated total energy (eV) = -9706.3525
- total charge = 0
- SMILES = CCc1nnon1
- ΔE to the lowest compared entry with this formula, charge and spin (kJ/mol) = 408.3
- HOMO-LUMO gap (eV) = 11.29
- strongest force on any atom (eV/Å) = 4.504

A cluster of 9 separate species, C48H72N10OS in total at a distorted geometry. Source: OMol25; level of theory: ωB97M-V with the def2-TZVPD basis set.

Each line ends with the Mulliken charge.
Positions of all 132 atoms, in Å:
C 7.07230 -3.36141 -1.42490  -0.7018
O 6.27755 -2.27566 -1.95963  -0.1795
C 5.64904 -1.51162 -0.88854  -0.6445
C 4.44045 -0.60406 -1.46969  0.4492
C 3.41497 -1.19806 -2.54553  -0.4003
C 2.25146 -0.33886 -3.07895  0.4297
C 1.13179 -0.86010 -4.13189  -0.9229
C -0.17508 -1.16437 -3.20747  0.5611
C -1.59325 -0.54404 -3.46994  -0.2610
C -2.71338 -0.92694 -2.42604  -0.9028
C -2.41040 -1.87093 -1.19581  0.8369
C -3.53995 -2.25188 -0.09381  -0.5421
C -0.99619 -2.51156 -0.97154  -0.6441
C 0.10974 -2.13623 -1.99077  -0.2857
C 2.03114 1.16378 -2.58666  0.3345
N 0.96593 2.03939 -3.03102  -0.4971
S 1.27319 3.51866 -2.17918  0.1406
N 2.65541 3.13173 -1.22178  -0.5866
C 3.02453 1.77327 -1.52424  0.6603
C 4.18174 0.85606 -1.00269  -0.9970
H 8.03209 -2.95612 -0.91339  0.2863
H 6.49693 -4.00784 -0.65044  0.2659
H 7.42348 -4.10428 -2.23603  0.2389
H 6.41112 -0.87415 -0.28877  0.3032
H 5.19191 -2.28021 -0.15098  0.4427
H 3.54363 -2.27537 -2.89135  0.3738
H 1.46171 -1.78784 -4.70996  0.2838
H 0.83224 -0.01900 -4.84534  0.2953
H -1.79300 0.14708 -4.36542  0.2802
H -3.77556 -0.51825 -2.47745  0.3055
H -4.55180 -2.19855 -0.64415  0.3365
H -3.50589 -1.55115 0.80668  -0.0035
H -3.35687 -3.35890 0.17609  -0.0177
H -0.71664 -3.19321 -0.10273  0.2793
H 1.16848 -2.57409 -1.85967  0.1310
H 4.88245 1.29151 -0.20602  0.2476
C 1.96235 3.45182 1.82240  -1.0054
C 2.03677 3.96845 3.25495  0.0479
C 2.74818 2.99880 4.20143  -0.6631
C 2.00735 1.69114 4.24305  0.3522
N 1.42070 0.66124 4.27588  -0.5190
H 1.38267 2.52652 1.75638  0.2864
H 1.47426 4.18532 1.18033  0.2792
H 2.96250 3.26097 1.42220  0.3426
H 1.02099 4.16041 3.61615  0.2493
H 2.56592 4.92574 3.26027  0.0225
H 2.78804 3.41840 5.21016  0.3578
H 3.77430 2.81941 3.86825  0.3213
C -1.68873 -2.94637 4.05211  -1.1123
C -3.14957 -2.70825 4.42162  -0.0393
C -3.93436 -4.00671 4.60795  -0.3919
C -3.92251 -4.79087 3.32578  0.2389
N -3.91308 -5.40200 2.31014  -0.4878
H -1.59408 -3.46530 3.09411  0.2376
H -1.16066 -1.99379 3.95810  0.2916
H -1.18251 -3.54216 4.81826  0.3380
H -3.61748 -2.09922 3.64105  0.0618
H -3.19219 -2.13068 5.34815  0.2335
H -4.96758 -3.78754 4.88443  0.3008
H -3.49211 -4.61159 5.40428  0.3376
C -2.31817 1.60374 1.68797  -1.1465
C -2.27194 2.80031 2.63301  -0.4389
C -2.08792 2.39516 4.09760  0.3576
C -3.23696 1.53077 4.53841  -0.0598
N -4.14088 0.84632 4.88602  -0.4764
H -3.16985 0.95267 1.90322  0.3217
H -2.42118 1.94060 0.65340  0.3989
H -1.40223 1.00930 1.76282  0.3052
H -3.19620 3.37686 2.52105  0.3495
H -1.44650 3.45528 2.33744  0.1556
H -2.04718 3.28465 4.73191  0.3535
H -1.15289 1.84209 4.22833  -0.1352
C 0.05499 -0.94630 -10.17136  -1.1553
C 0.86852 -0.18356 -9.13088  -0.5601
C 0.99012 -0.93405 -7.80291  0.0315
C -0.37608 -1.15874 -7.21520  0.3177
N -1.44896 -1.33693 -6.74513  -0.5336
H -0.97720 -1.09736 -9.84467  0.3415
H 0.01934 -0.38721 -11.10981  0.3496
H 0.49882 -1.92573 -10.37515  0.2894
H 0.40318 0.79320 -8.96327  0.2964
H 1.87056 0.00171 -9.52881  0.3587
H 1.59151 -0.35454 -7.09733  0.0379
H 1.47959 -1.90079 -7.95122  0.3086
C 3.17652 8.55024 3.54800  -1.0405
C 2.02104 9.34933 2.95442  -0.4309
C 0.67136 8.64301 3.10130  -0.4183
C 0.70564 7.32136 2.38605  0.2494
N 0.73271 6.27942 1.82154  -0.4689
H 3.30923 7.59293 3.03686  0.2447
H 4.11294 9.10430 3.44639  0.3337
H 3.01125 8.35304 4.61181  0.3019
H 2.22732 9.53812 1.89594  0.2988
H 1.97002 10.32294 3.45070  0.3124
H -0.12406 9.25918 2.67429  0.2934
H 0.43921 8.47330 4.15646  0.2751
C -5.14047 -6.24016 -0.76661  -0.8969
C -5.15487 -6.52565 -2.26463  -0.5444
C -5.35389 -5.26431 -3.10886  -0.1314
C -6.67153 -4.62439 -2.77035  0.2354
N -7.71083 -4.12074 -2.50346  -0.5013
H -6.09344 -5.82771 -0.42501  0.3624
H -4.96715 -7.16193 -0.20612  0.3589
H -4.34720 -5.53213 -0.51025  0.0733
H -5.95064 -7.24625 -2.48096  0.3088
H -4.20863 -6.99759 -2.54595  0.3251
H -5.34334 -5.51776 -4.17211  0.3008
H -4.54918 -4.54681 -2.92335  0.1132
C 8.47800 0.13185 -6.52032  -1.1716
C 8.11377 0.22929 -5.04243  -0.6339
C 6.82973 -0.52699 -4.69411  0.3552
C 5.67469 0.04258 -5.47066  0.2653
N 4.76466 0.49173 -6.08380  -0.5282
H 7.71130 0.58367 -7.15510  0.3345
H 9.41415 0.66086 -6.71645  0.3438
H 8.60637 -0.91162 -6.82453  0.3011
H 8.00686 1.28504 -4.77259  0.3173
H 8.93788 -0.17341 -4.44589  0.3680
H 6.61986 -0.43869 -3.62553  -0.2285
H 6.93272 -1.58924 -4.93233  0.2902
C -6.50677 0.70254 7.80709  -1.1124
C -6.83820 -0.30733 8.89931  -0.4332
C -5.65940 -1.22356 9.23961  -0.4223
C -5.25280 -2.01331 8.02088  0.2672
N -4.93261 -2.64180 7.06446  -0.4335
H -6.25714 0.20698 6.86542  0.3328
H -7.36541 1.35100 7.61536  0.3351
H -5.66175 1.33378 8.09875  0.2879
H -7.69400 -0.91038 8.57879  0.2988
H -7.14481 0.23234 9.80041  0.3102
H -5.94099 -1.91827 10.03519  0.2892
H -4.80502 -0.63680 9.58847  0.2685

Results
- calculated total energy (eV) = -78715.5716
- total charge = 0
- SMILES = COCc1cc(Cc2ccc(C)cc2)c2nsnc2c1.CCCC#N.CCCC#N.CCCC#N.CCCC#N.CCCC#N.CCCC#N.CCCC#N.CCCC#N
- ΔE to the lowest compared entry with this formula, charge and spin (kJ/mol) = 1069.7
- HOMO-LUMO gap (eV) = 6.68
- strongest force on any atom (eV/Å) = 5.407

> total charge of number 2 (CH3F3NS)?

+1

> Which formula does entry 5 have?

C48H72N10OS

> Among the records above, which one has the lowest strongest force on any atom?

C20H46InO2P4

> Look up the ΔE to the lowest compared entry with this formula, charge and spin of the fourth one.

408.3 kJ/mol